one.
Computed, not measured: a 4-piece molecular cluster, C4H11NO3 overall, with the ωB97M-V functional and the def2-TZVPD basis.

```
! RIJCOSX wB97M-V def2-TZVPD def2/J DEFGRID3
* xyz 0 1
O -2.32 -1.38 -0.65
H 0.44 3.25 -0.15
H -2.01 -1.79 -1.47
O -0.17 -2.08 -2.85
C -0.39 1.19 0.02
H -0.56 -0.30 3.94
H -0.28 -0.93 0.28
C 1.65 0.25 0.20
H 2.54 -0.32 0.39
N 1.77 1.59 -0.04
C 0.54 2.18 -0.12
H -0.32 0.07 2.48
H -1.45 1.31 0.12
H 2.65 2.06 -0.01
H -0.27 -1.12 -2.83
O 0.01 0.24 3.38
C 0.30 -0.02 0.28
H -2.91 -1.97 -0.18
H 0.77 -2.24 -2.79
*
```

Summary:
E_LUMO, Eh: 0.027
Kohn-Sham gap, eV: 9.04
Structure (SMILES): c1cc[nH]c1.O.O.O
E_HOMO, eV: -8.32

two.
Computed, not measured: a 2-piece molecular cluster, C4H11NO3 overall, with the ωB97M-V functional and the def2-TZVPD basis.

```
! RIJCOSX wB97M-V def2-TZVPD def2/J DEFGRID3
* xyz 0 1
H -3.75 0.66 0.40
H 1.17 -3.05 1.77
H 2.50 2.32 -0.40
H 2.51 0.80 -1.43
H -0.67 -0.97 0.76
O -3.24 -1.44 -0.50
C -2.47 -0.55 -0.29
C -0.97 -0.68 -0.24
H 1.37 2.16 -1.67
C 1.92 1.57 -0.94
O -2.91 0.74 -0.07
N -0.24 0.51 -0.72
H -0.91 1.26 -0.80
C 0.97 0.82 0.03
H 0.78 1.39 0.94
O 1.29 -2.11 1.57
H 1.43 -0.13 0.28
H 1.93 -1.79 2.21
H -0.71 -1.50 -0.91
*
```

Summary:
E_LUMO, Eh: 0.019
Kohn-Sham gap, eV: 9.14
Structure (SMILES): CCNCC(=O)O.O
E_HOMO, eV: -8.64

three.
Computed, not measured: a 2-piece molecular cluster, C4H11NO3 overall, with the ωB97M-V functional and the def2-TZVPD basis.

```
! RIJCOSX wB97M-V def2-TZVPD def2/J DEFGRID3
* xyz 0 1
H -0.53 -1.36 -0.67
N -0.84 1.90 -0.46
H 0.97 0.69 -0.71
H -1.88 1.82 -0.52
H 3.20 -0.73 1.20
O 1.08 -0.32 1.60
C -1.07 -0.49 -0.75
C -1.27 -0.18 -2.23
O -2.40 -0.32 -0.19
C 0.24 0.44 1.21
H -2.61 -0.93 0.55
H -0.56 2.53 0.15
O 4.03 -1.38 1.13
H -2.27 -0.20 -2.69
H -0.82 -0.86 -2.85
H 3.57 -2.22 1.10
H -0.49 0.87 2.02
C -0.13 0.63 -0.27
H -0.97 0.85 -2.46
*
```

Summary:
E_LUMO, Eh: 0.017
Kohn-Sham gap, eV: 9.91
Structure (SMILES): C[C@H](O)[C@@H](N)C=O.O
E_HOMO, eV: -9.44

List of relative energies, unit kcal/mol: one 2.4; two 0.0; three 41.8